No. 1
{"formula": "C31H44BrEuN3P2", "method": "ωB97M-V/def2-TZVPD", "symbols": ["N", "C", "C", "C", "C", "C", "C", "Eu", "P", "C", "C", "C", "C", "C", "C", "C", "Br", "H", "H", "H", "H", "H", "H", "H", "H", "H", "H", "P", "C", "C", "H", "H", "H", "H", "H", "C", "C", "H", "H", "H", "H", "H", "C", "C", "H", "H", "H", "H", "H", "C", "C", "H", "H", "H", "H", "H", "C", "C", "H", "H", "H", "H", "H", "C", "C", "H", "H", "H", "H", "H", "N", "C", "C", "C", "C", "C", "N", "C", "H", "H", "H", "H"], "xyz": [[-6.088381, 5.343199, -5.005584], [-5.570817, 5.919922, -3.917074], [-4.343361, 5.509598, -3.362234], [-3.594035, 4.479351, -3.989913], [-4.146171, 3.954648, -5.191619], [-5.391975, 4.404482, -5.651329], [-2.421460, 3.888210, -3.354086], [0.130116, 2.963679, -2.079928], [4.406968, 0.116299, -1.262259], [-1.632470, 2.929924, -3.983054], [-1.418146, 1.582598, -3.476639], [-0.297783, 0.773647, -3.866908], [-0.065430, -0.445754, -3.237423], [-0.722835, -0.845891, -2.030135], [-1.718674, 0.071743, -1.554442], [-2.028856, 1.243793, -2.227319], [1.020655, 0.532086, -0.545512], [-2.253721, 4.227719, -2.314475], [-1.233546, 3.173388, -4.971209], [-3.992389, 5.987183, -2.447509], [-3.631054, 3.173089, -5.739968], [-6.164728, 6.723606, -3.452375], [-5.837415, 3.969024, -6.549485], [0.282609, 1.050113, -4.758879], [-2.758909, 1.924988, -1.763441], [0.698916, -1.105233, -3.662980], [-2.182721, -0.061939, -0.575699], [-0.814140, -2.601724, -1.429316], [3.909390, 1.840753, -1.043875], [5.090290, 2.794232, -1.257469], [3.524085, 1.929788, -0.013048], [3.117889, 2.030014, -1.791483], [4.819111, 3.783713, -0.877929], [5.990779, 2.444399, -0.739392], [5.336517, 2.881047, -2.320289], [3.829891, -0.658632, -2.810569], [4.834393, -1.746488, -3.234385], [3.765912, 0.149108, -3.561291], [2.831221, -1.070540, -2.592257], [4.638279, -2.058846, -4.264084], [5.865435, -1.375051, -3.183335], [4.779598, -2.640274, -2.600454], [3.666602, -0.939887, 0.031765], [4.742774, -1.424129, 1.008721], [3.152550, -1.783112, -0.464564], [2.905122, -0.317720, 0.541660], [4.315615, -2.166066, 1.690833], [5.581187, -1.886226, 0.471715], [5.131435, -0.599476, 1.618735], [-0.517986, -2.791071, 0.351413], [-1.064501, -4.101131, 0.921033], [-0.960383, -1.904314, 0.824739], [0.557150, -2.692701, 0.569290], [-2.110208, -3.980019, 1.212136], [-0.993974, -4.923130, 0.199571], [-0.501655, -4.393916, 1.813233], [0.197265, -3.726428, -2.408571], [-0.235288, -3.634190, -3.869673], [0.012175, -4.732686, -2.004162], [1.269995, -3.526706, -2.281417], [-1.165683, -4.185363, -4.044824], [-0.437729, -2.602103, -4.168158], [0.543720, -4.013463, -4.537559], [-2.505687, -3.080013, -1.925347], [-3.710777, -2.456562, -1.238757], [-2.541712, -4.178372, -1.879865], [-2.555499, -2.837952, -2.996822], [-4.024702, -1.550687, -1.769727], [-4.543119, -3.171146, -1.261933], [-3.530104, -2.177459, -0.196396], [1.363737, 1.227821, 5.215420], [0.375104, 1.170661, 4.586695], [-0.830755, 1.091712, 3.802598], [-2.092248, 1.082854, 4.420726], [-3.224093, 0.978777, 3.619656], [-3.048209, 0.838213, 2.223122], [-1.848625, 0.854881, 1.647797], [-0.760411, 1.008292, 2.400963], [-2.148785, 1.153429, 5.512524], [-4.228942, 0.981330, 4.033945], [-3.899241, 0.707113, 1.547324], [0.184754, 1.036570, 1.844816]], "forces_ev_per_angstrom": [[0.080, 0.187, -0.066], [0.497, -0.409, 0.166], [-0.127, 0.000, -0.245], [-0.458, 1.089, -0.494], [0.016, 0.086, 0.243], [0.690, 0.001, 0.609], [-0.480, 0.014, -0.676], [1.854, -0.098, 1.764], [2.360, -0.947, 0.303], [-0.085, 0.123, -0.665], [1.300, -0.036, 1.496], [-1.202, 0.074, -0.440], [-0.050, -1.013, 0.672], [-1.622, 0.572, -1.845], [0.522, -0.757, 0.059], [-0.209, -0.203, -0.435], [-0.040, 1.619, 0.291], [-0.665, -0.785, 0.132], [-0.994, -0.444, -0.356], [-0.033, -0.137, -0.179], [-0.074, 0.008, 0.107], [0.367, -0.512, -0.240], [0.106, 0.205, 0.308], [-0.262, -0.213, 0.350], [0.083, -0.478, -0.419], [-0.157, 0.473, 0.274], [0.132, -0.149, -0.270], [-0.229, 0.651, -0.117], [-0.349, 0.360, -0.111], [-0.113, 0.056, -0.033], [-0.088, 0.056, -0.497], [-0.185, 0.383, 0.295], [0.190, 0.017, -0.098], [-0.274, 0.083, -0.055], [0.031, -0.007, 0.134], [-0.316, 0.404, 0.048], [-0.109, 0.052, -0.235], [-0.088, -0.419, 0.039], [0.059, 0.053, -0.492], [0.023, -0.066, 0.087], [-0.299, -0.024, -0.008], [-0.049, 0.242, -0.011], [-0.249, 0.413, 0.572], [-0.130, -0.279, 0.035], [0.103, 0.223, 0.211], [0.616, -0.799, 0.036], [0.125, 0.054, 0.018], [-0.167, 0.131, 0.188], [-0.037, -0.155, -0.223], [0.269, 0.629, 0.123], [-0.245, -0.157, -0.012], [-0.054, -0.133, 0.013], [-0.181, 0.029, -0.488], [0.075, -0.151, -0.092], [-0.010, 0.049, 0.208], [-0.100, 0.112, -0.219], [0.333, 0.129, 0.059], [-0.173, -0.115, -0.619], [0.075, 0.237, -0.028], [-0.262, 0.121, 0.085], [0.362, -0.055, -0.046], [0.045, -0.309, -0.063], [-0.191, -0.078, 0.164], [0.151, -0.307, -0.288], [-0.306, 0.276, 0.235], [0.099, 0.198, 0.164], [0.131, -0.099, 0.258], [0.014, -0.193, 0.158], [0.185, 0.276, 0.037], [-0.033, -0.157, -0.044], [-2.424, -0.143, -1.569], [2.281, 0.185, 1.374], [-0.257, -0.006, -0.357], [0.136, 0.002, -0.045], [0.111, -0.167, -0.802], [-0.021, 0.133, 1.072], [-0.042, 0.097, -0.307], [0.011, -0.123, 0.390], [-0.093, -0.014, -0.486], [0.249, -0.013, 0.014], [0.155, 0.070, 0.345], [-0.308, -0.023, 0.538]], "mulliken_spin": [-0.012, 0.005, -0.013, 0.005, -0.010, 0.005, -0.044, 7.043, -0.002, 0.026, -0.025, 0.023, -0.025, 0.028, -0.001, 0.009, -0.011, 0.005, -0.002, -0.001, 0.000, 0.000, 0.000, -0.009, 0.001, 0.000, 0.006, -0.003, -0.005, -0.001, -0.001, 0.007, 0.000, 0.000, 0.000, 0.000, 0.000, 0.000, -0.001, 0.000, 0.000, 0.000, 0.000, -0.001, 0.000, 0.000, 0.000, 0.000, 0.000, 0.000, 0.000, 0.001, 0.000, 0.000, 0.000, 0.000, 0.000, -0.001, 0.000, 0.000, 0.000, 0.000, 0.000, 0.001, 0.000, 0.000, 0.000, 0.000, 0.000, 0.000, 0.000, 0.000, -0.001, 0.000, 0.000, 0.001, 0.000, 0.000, 0.000, 0.000, 0.000, -0.002], "mol_weight_g_mol": 752.530, "e_above_lowest_kcal_mol": 23.8, "multiplicity": 8, "max_force_ev_per_a": 2.89, "charge": 2}

***

No. 2
{"formula": "C31H44CrN4OP2", "method": "ωB97M-V/def2-TZVPD", "symbols": ["Cr", "C", "C", "C", "C", "C", "C", "C", "C", "C", "H", "H", "H", "H", "H", "H", "H", "H", "H", "H", "H", "H", "H", "H", "H", "P", "P", "N", "N", "N", "N", "C", "C", "C", "C", "C", "C", "C", "C", "C", "C", "C", "C", "C", "C", "C", "C", "C", "C", "H", "H", "H", "H", "H", "H", "H", "H", "H", "H", "H", "H", "H", "H", "H", "H", "H", "H", "H", "H", "C", "C", "C", "C", "O", "H", "H", "H", "H", "H", "H", "H", "H", "H"], "xyz": [[0.293544, 1.655748, -0.019240], [-1.802066, 1.459393, -3.761575], [-1.614421, 0.172791, -3.443627], [-0.767374, -0.746215, -4.244966], [0.663530, -0.202865, -4.467467], [1.252464, 0.602830, -3.346194], [0.854875, 1.826432, -2.997728], [0.307436, 2.798199, -3.991156], [-0.943809, 2.245200, -4.714810], [1.114215, 2.118809, 1.932457], [-2.682911, 2.034139, -3.465268], [-2.311938, -0.330194, -2.789333], [-1.231087, -0.899665, -5.240657], [-0.742720, -1.737239, -3.781281], [1.297566, -1.080856, -4.692134], [0.643749, 0.376116, -5.407482], [2.159719, 0.173998, -2.920019], [1.121611, 2.318508, -2.053548], [1.058781, 3.025515, -4.802023], [0.024702, 3.743801, -3.457705], [-1.548892, 3.085923, -5.110453], [-0.660368, 1.601254, -5.562935], [0.370827, 2.405652, 2.724646], [1.732250, 3.056199, 1.812974], [1.789111, 1.391901, 2.445864], [1.651558, -0.513695, -0.036406], [-1.512357, -0.936860, 0.681682], [3.051939, 0.527466, -0.619879], [2.607734, -1.662408, 0.839781], [-2.429506, 0.495080, 0.085504], [-2.930010, -1.837621, 0.993495], [0.715644, -1.522908, -1.253523], [-0.757745, -1.850332, -0.853429], [2.804984, 1.898343, -0.608539], [3.859318, 2.561779, -1.177291], [4.793169, 1.571329, -1.598774], [4.299924, 0.328916, -1.211350], [3.446537, -1.263989, 1.906282], [4.212816, -2.360288, 2.283798], [3.837406, -3.454013, 1.443174], [2.865453, -3.010039, 0.573264], [-1.811953, 1.764932, 0.481317], [-2.311882, 2.704099, -0.516350], [-3.296965, 2.106248, -1.259970], [-3.329122, 0.749805, -0.900711], [-4.233549, -1.996093, 0.481960], [-4.976000, -2.771865, 1.376998], [-4.097278, -3.098709, 2.462529], [-2.857542, -2.546313, 2.207714], [1.287847, -2.438123, -1.489972], [0.658289, -0.933518, -2.182808], [-1.419522, -1.732889, -1.733462], [-0.800761, -2.925415, -0.597327], [1.887252, 2.327232, -0.175492], [3.941457, 3.627069, -1.295882], [5.704454, 1.762465, -2.138071], [4.724653, -0.666347, -1.254857], [3.390076, -0.249891, 2.288687], [4.963472, -2.355796, 3.057549], [4.249958, -4.442657, 1.471643], [2.309048, -3.508262, -0.203815], [-2.238588, 2.100004, 1.457269], [-1.852118, 3.645849, -0.708064], [-3.862293, 2.534851, -2.074469], [-3.946519, -0.034732, -1.305455], [-4.523593, -1.597665, -0.477470], [-6.017449, -3.070606, 1.277177], [-4.348096, -3.667854, 3.334203], [-1.917542, -2.552978, 2.739442], [0.956171, -0.091941, 4.819647], [-0.439166, -0.219810, 4.173412], [-1.047882, -1.452252, 4.869959], [-1.250809, 1.000161, 4.614968], [-0.364288, -0.406786, 2.840468], [0.889280, -0.083555, 5.914473], [1.426952, 0.823774, 4.462587], [1.552942, -0.957004, 4.522570], [-1.069452, -1.374941, 5.963853], [-2.074870, -1.614426, 4.538726], [-0.426514, -2.320733, 4.625280], [-0.748316, 1.918361, 4.327481], [-2.264303, 0.993133, 4.205463], [-1.311098, 0.987084, 5.704702]], "forces_ev_per_angstrom": [[-0.670, -0.770, 2.241], [-0.524, 0.079, -0.567], [-1.404, 0.588, -0.870], [0.555, -0.062, -0.099], [0.756, -0.410, -1.470], [0.819, -0.084, -0.140], [0.721, 0.805, -0.317], [-1.189, 0.599, -0.570], [-0.563, 0.089, -0.435], [0.168, 1.358, 0.718], [0.617, -0.565, 0.446], [-0.119, 0.241, 0.118], [0.177, 0.097, 0.441], [0.109, 0.128, 0.013], [-0.047, 0.470, 0.182], [0.257, -0.250, 0.428], [-0.642, -0.058, 0.717], [0.637, -0.341, -0.712], [-0.460, -0.048, 1.106], [0.349, -0.666, -0.597], [0.407, -0.436, 0.051], [-0.135, 0.557, 0.232], [0.305, -0.506, -1.048], [-0.345, -0.584, -0.090], [-0.628, 0.193, -0.842], [1.138, 0.742, 0.896], [0.715, 0.135, 0.063], [-0.744, -0.476, -0.258], [0.290, 0.330, 0.505], [-0.531, 1.238, -0.994], [-0.818, -1.542, 0.805], [0.363, -0.504, -0.632], [-1.034, -0.082, -0.434], [0.429, -0.395, -0.217], [-0.361, -0.453, -0.113], [-0.481, -0.846, 0.484], [-0.377, 0.738, -0.156], [-0.011, -1.099, -0.314], [-0.917, 1.086, -0.670], [-0.538, 0.635, -0.415], [0.254, 0.307, 0.400], [-1.341, 0.324, -1.388], [-0.063, -1.086, 0.589], [-0.138, -0.425, -0.390], [0.909, 0.047, 1.163], [0.006, -0.719, 0.952], [1.233, 0.764, -0.499], [0.588, 0.334, -0.547], [-1.242, -0.027, -0.776], [-0.465, 0.306, -0.106], [0.218, -0.349, 0.797], [0.529, -0.254, 0.274], [-0.185, 0.516, 0.291], [1.873, 0.403, 0.090], [0.032, 0.081, -0.014], [0.186, -0.094, 0.163], [-0.083, 0.186, -0.121], [0.044, -0.302, -0.088], [-0.088, -0.038, 0.016], [0.001, -0.226, -0.015], [0.181, -0.161, 0.148], [1.531, -0.446, 0.117], [-0.379, 0.973, 0.418], [-0.068, -0.005, 0.237], [0.172, 0.089, -0.202], [0.022, -0.110, 0.223], [0.365, 0.169, -0.064], [-0.054, -0.170, 0.185], [-0.179, 0.092, 0.057], [0.031, 0.082, -0.015], [0.339, -0.545, 1.233], [-0.209, -0.255, 0.238], [-0.052, -0.002, 0.176], [-0.341, 0.027, -0.744], [0.122, 0.159, -0.087], [0.213, 0.023, 0.124], [0.077, 0.052, -0.064], [0.023, 0.115, -0.055], [0.010, -0.047, 0.006], [-0.178, -0.044, -0.104], [-0.008, 0.211, -0.124], [0.011, -0.077, -0.073], [-0.175, 0.189, 0.095]], "mulliken_spin": [4.008, 0.030, 0.004, -0.008, -0.011, -0.089, 0.090, 0.003, -0.003, -0.272, -0.002, -0.009, 0.001, 0.000, -0.001, 0.002, -0.001, 0.002, 0.000, 0.000, -0.001, 0.000, 0.024, 0.008, 0.045, 0.197, -0.123, -0.035, 0.014, 0.019, 0.001, 0.004, 0.011, -0.042, 0.021, -0.001, 0.001, 0.006, 0.002, 0.000, 0.004, -0.032, 0.215, -0.006, 0.010, 0.003, 0.000, 0.000, -0.002, 0.003, -0.041, 0.009, -0.007, -0.009, -0.001, 0.000, 0.001, 0.005, 0.000, 0.000, 0.000, -0.022, -0.016, 0.003, 0.002, 0.000, 0.000, 0.000, 0.002, 0.002, -0.006, 0.002, 0.003, -0.013, 0.000, 0.001, 0.001, 0.000, 0.000, 0.000, 0.001, 0.000, 0.000], "mol_weight_g_mol": 602.664, "e_above_lowest_kcal_mol": 95.8, "multiplicity": 5, "max_force_ev_per_a": 2.46}

***

Electronic energy, record by record: -5338.318982, -3228.694258 Ha